(1)
The following is a DFT calculation (ωB97M-V/def2-TZVPD) of an isolated molecule of C7H9N in a non-equilibrium geometry.

Values from the calculation:
- electronic energy (Eh) = -326.670435
- HOMO level (alpha / beta) (eV) = -8.9 / -7.7
- E_LUMO (alpha / beta) (eV) = -0.48 / -0.92
- net charge = 0
- F_max (eV/Å) = 5.4
- Kohn-Sham gap (alpha / beta) (eV) = 8.371 / 6.824
- relative energy (zero: lowest compared OMol25 entry of this formula, charge and spin) (kcal per mole) = 138.4

XYZ file:
```
17
C7H9N, DFT ωB97M-V/def2-TZVPD
C 0.76 0.84 -0.10
C 1.70 0.85 -1.25
C 0.54 -0.22 0.78
C -1.82 0.41 0.12
C 1.18 -1.40 0.88
C -2.21 -0.61 -0.62
C -0.87 0.07 1.55
N -1.27 0.22 2.66
H 0.37 1.81 0.19
H -2.42 1.31 0.24
H 1.88 -0.15 -1.65
H 1.33 1.53 -2.02
H 2.68 1.26 -0.96
H 1.06 -2.02 1.75
H 1.92 -1.72 0.16
H -1.61 -1.52 -0.66
H -3.20 -0.66 -1.08
```

=====

(2)
The following is a DFT calculation (ωB97M-V/def2-TZVPD) of an isolated molecule of C7H9N in a non-equilibrium geometry.

Values from the calculation:
- SMILES = C#C[C@]12C[C@H]1CCN2
- electronic energy (Eh) = -326.769339
- HOMO level (eV) = -9.0
- E_LUMO (eV) = 1.09
- net charge = 0
- F_max (eV/Å) = 1.8
- Kohn-Sham gap (eV) = 10.137
- relative energy (zero: lowest compared OMol25 entry of this formula, charge and spin) (kcal per mole) = 76.3

XYZ file:
```
17
C7H9N, DFT ωB97M-V/def2-TZVPD
C -3.21 -0.54 -0.36
C -2.06 -0.30 -0.04
C -0.68 -0.04 0.32
C -0.26 1.35 0.76
C 0.17 0.88 -0.57
C 1.57 0.20 -0.63
C 1.30 -1.22 -0.11
H -4.21 -0.76 -0.75
H -1.00 2.13 0.80
H 0.44 1.38 1.64
H -0.23 1.48 -1.44
H 2.31 0.70 -0.01
H 2.03 0.18 -1.60
H 0.98 -1.84 -0.93
H 2.16 -1.73 0.34
H 0.51 -0.78 1.78
N 0.18 -1.10 0.82
```

=====

(3)
The following is a DFT calculation (ωB97M-V/def2-TZVPD) of an isolated molecule of C7H9N in a non-equilibrium geometry.

Values from the calculation:
- SMILES = C#C[C@H]1CCN2C[C@H]12
- electronic energy (Eh) = -326.635560
- HOMO level (eV) = -8.3
- E_LUMO (eV) = 1.11
- net charge = 0
- F_max (eV/Å) = 5.0
- Kohn-Sham gap (eV) = 9.407
- relative energy (zero: lowest compared OMol25 entry of this formula, charge and spin) (kcal per mole) = 160.3

XYZ file:
```
17
C7H9N, DFT ωB97M-V/def2-TZVPD
C 1.81 -1.78 -2.02
C 1.18 -0.92 -1.48
C 0.37 0.05 -0.70
C -1.13 -0.51 -0.57
C -1.83 0.16 0.80
C 0.46 1.49 1.62
C 0.45 0.31 0.74
H 2.34 -2.28 -2.83
H 0.52 1.02 -1.22
H -1.77 -0.21 -1.28
H -1.34 -1.52 -0.56
H -2.81 0.48 0.67
H -1.99 -0.62 1.49
H 0.94 2.41 1.16
H 0.85 1.41 2.59
H 0.67 -0.63 1.41
N -0.76 1.02 1.18
```